Computed, not measured: the molecule C4H10O, with the ωB97M-V functional and the def2-TZVPD basis.

Element x y z (Å)
C: -2.2059 0.0644 -0.2487
C: -0.8067 0.4618 0.2492
C: 0.2979 -0.5603 -0.0238
C: 1.6560 0.1100 0.0688
O: 2.6634 -0.8681 -0.0864
H: -2.2145 -0.9198 -0.7293
H: -2.9615 0.0520 0.5444
H: -2.5305 0.7893 -0.9978
H: -0.5188 1.3974 -0.2501
H: -0.8302 0.6946 1.3205
H: 0.1844 -0.9844 -1.0299
H: 0.2606 -1.4008 0.6819
H: 1.7200 0.8804 -0.7187
H: 1.7445 0.6318 1.0374
H: 3.5163 -0.4192 -0.0885

Output
- 2S+1: 1
- Energy relative to the best compared isomer or geometry (same formula, charge and spin): 45.1 kJ/mol
- Gap between HOMO and LUMO: 11.3140 eV
- SMILES: CCCCO
- E_LUMO: 1.014 eV
- HOMO energy: -10.3 eV



Computed, not measured: the molecule C7H10 in a non-equilibrium geometry, with the ωB97M-V functional and the def2-TZVPD basis.

Element x y z (Å)
C: -1.9965 1.4442 -0.4629
C: -2.0107 0.2797 -1.3980
C: -0.6058 0.6955 -0.8708
C: -0.2202 -0.0596 0.2511
C: 2.1993 -0.2948 -0.1413
C: 1.0662 -0.4578 0.6135
C: 1.2394 -1.3005 1.8977
H: 2.1467 0.0110 -1.1760
H: -2.0750 0.4460 -2.4715
H: -2.3437 -0.6867 -1.0906
H: 0.1389 0.9186 -1.6221
H: -1.9629 2.4723 -0.7550
H: -1.0871 -0.1710 0.8986
H: 3.1300 -0.3594 0.3825
H: 1.1158 -2.3241 1.5152
H: 2.2645 -1.0622 2.2036
H: 0.4204 -1.0415 2.6016

Output
- 2S+1: 1
- Energy relative to the best compared isomer or geometry (same formula, charge and spin): 599.2 kJ/mol
- Gap between HOMO and LUMO: 5.2633 eV
- E_LUMO: -1.363 eV
- HOMO energy: -6.6 eV



Computed, not measured: the molecule C21H22O8, with the ωB97M-V functional and the def2-TZVPD basis.

Element x y z (Å)
C: -0.2058 -1.5852 2.8829
O: -1.1952 -1.2210 1.9495
C: -1.1246 0.0182 1.3836
C: -0.0782 0.9036 1.5705
C: -0.0883 2.1310 0.9240
C: 1.0698 3.0770 1.1192
C: 2.3081 2.3819 0.6020
O: 3.1139 1.8035 1.2816
O: 2.3709 2.4427 -0.7299
C: 3.5203 1.8501 -1.3266
C: 3.9821 0.5394 -0.6799
O: 5.1607 0.3659 -0.4722
C: 2.9736 -0.5154 -0.4553
C: 3.3455 -1.5919 0.3551
C: 2.5033 -2.6663 0.5224
C: 1.2723 -2.7018 -0.1279
C: 0.8629 -1.5997 -0.8917
C: 1.7143 -0.5153 -1.0497
O: -0.3515 -1.5669 -1.5185
C: -1.2425 -2.5801 -1.0872
C: -0.5125 -3.9150 -0.9776
O: 0.5142 -3.8289 -0.0125
C: -1.1402 2.4620 0.0918
C: -2.2164 1.5970 -0.0906
O: -3.2964 1.9174 -0.8754
C: -3.2841 3.1329 -1.5812
C: -2.2168 0.3564 0.5578
O: -3.1890 -0.6041 0.5122
C: -4.2067 -0.5621 -0.4612
H: -0.2001 -0.9072 3.7418
H: 0.7910 -1.6093 2.4307
H: -0.4741 -2.5874 3.2134
H: 0.7593 0.6504 2.1991
H: 1.2135 3.2944 2.1781
H: 0.9077 3.9994 0.5639
H: 3.2602 1.6729 -2.3730
H: 4.3580 2.5552 -1.2743
H: 4.3131 -1.5649 0.8300
H: 2.7827 -3.5137 1.1282
H: 1.3677 0.3015 -1.6620
H: -2.0360 -2.6256 -1.8346
H: -1.6636 -2.3193 -0.1093
H: -1.1851 -4.7063 -0.6447
H: -0.0801 -4.1825 -1.9521
H: -1.1270 3.4162 -0.4077
H: -3.2664 3.9941 -0.9054
H: -4.2132 3.1446 -2.1497
H: -2.4378 3.1918 -2.2728
H: -4.9031 0.2601 -0.2859
H: -4.7335 -1.5113 -0.3588
H: -3.7971 -0.4788 -1.4702

Output
- 2S+1: 1
- Energy relative to the best compared isomer or geometry (same formula, charge and spin): 168.9 kJ/mol
- Gap between HOMO and LUMO: 8.5694 eV
- SMILES: COc1cc(CC(=O)OCC(=O)c2ccc3c(c2)OCCO3)cc(OC)c1OC
- E_LUMO: 0.599 eV
- HOMO energy: -8.0 eV



Computed, not measured: a structure of composition C37H39CsN10O6S, with the ωB97M-V functional and the def2-TZVPD basis.

Element x y z (Å)
Cs: -0.8277 2.1026 0.6283
O: 2.6845 5.9802 1.6004
C: 1.9544 5.0919 1.1643
N: 0.7714 4.6592 1.6413
C: 0.0238 5.4794 2.4034
O: -0.0237 6.7080 2.4090
C: -0.9690 4.7597 3.3227
C: -1.9083 5.5258 4.0103
C: -2.8034 4.8922 4.8518
C: -2.7369 3.5122 4.9875
C: -1.7681 2.8326 4.2674
N: -0.9028 3.4364 3.4559
C: 2.4870 4.3082 -0.0389
C: 3.6014 4.8095 -0.7070
C: 4.0921 4.1257 -1.8048
C: 3.4661 2.9529 -2.2018
C: 2.3695 2.5211 -1.4725
N: 1.8870 3.1806 -0.4194
H: -1.9001 6.5955 3.8587
H: -3.5481 5.4632 5.3941
H: -3.4214 2.9699 5.6265
H: -1.6841 1.7511 4.3312
H: 4.0487 5.7201 -0.3355
H: 4.9565 4.4973 -2.3425
H: 3.8171 2.3745 -3.0467
H: 1.8546 1.5978 -1.7275
C: -1.4295 -2.8957 2.7821
C: -1.1926 -1.4171 2.6522
N: -1.8350 -0.6621 1.8340
N: -2.7518 -1.2816 1.0463
C: -3.4603 -0.4152 0.3024
O: -3.4646 0.8279 0.3236
C: -4.3639 -1.1128 -0.6951
C: -4.9962 -0.3444 -1.6661
C: -5.8068 -0.9383 -2.6226
C: -6.0008 -2.3131 -2.6142
C: -5.3785 -3.0872 -1.6430
C: -4.5640 -2.4914 -0.6910
C: -0.2089 -0.7382 3.5276
C: 0.0627 -1.2091 4.8150
C: 0.9373 -0.5031 5.6219
C: 1.5281 0.6523 5.1350
C: 1.2215 1.0391 3.8386
N: 0.3915 0.3619 3.0522
H: -1.5848 -3.3139 1.7877
H: -2.3382 -3.1094 3.3538
H: -0.5872 -3.3962 3.2606
H: -4.8247 0.7239 -1.6512
H: -6.2832 -0.3290 -3.3817
H: -6.6281 -2.7806 -3.3641
H: -5.5212 -4.1615 -1.6334
H: -4.0654 -3.0796 0.0672
H: -0.4255 -2.1041 5.1770
H: 1.1511 -0.8493 6.6264
H: 2.2136 1.2369 5.7331
H: 1.6559 1.9349 3.4062
C: 1.3020 -1.4671 -4.4140
N: 0.1924 -0.7560 -3.7878
C: 0.1753 0.6523 -4.1001
C: -0.2101 -1.1249 -2.5077
N: -0.3488 -0.2253 -1.5894
N: -0.4346 -2.4677 -2.3544
C: -0.8852 -3.3207 -3.4407
C: -0.6411 -3.0285 -1.0392
H: 2.2451 -0.9368 -4.2372
H: 1.1412 -1.5267 -5.4945
H: 1.4156 -2.4756 -4.0246
H: 0.1211 0.7677 -5.1864
H: 1.0785 1.1709 -3.7531
H: -0.6862 1.1270 -3.6373
H: -0.8239 -0.6333 -0.7865
H: -0.9946 -2.7367 -4.3506
H: -1.8664 -3.7374 -3.1833
H: -0.1716 -4.1299 -3.6117
H: -1.6945 -3.0012 -0.7379
H: -0.0584 -2.4834 -0.2996
H: -0.2898 -4.0626 -1.0497
N: 2.7871 0.0087 0.8670
C: 3.0098 -1.0113 -0.0607
C: 3.7584 -0.7746 -1.2132
C: 3.9638 -1.7841 -2.1428
C: 3.4446 -3.0520 -1.9368
C: 2.7416 -3.3053 -0.7659
C: 2.5275 -2.3023 0.1640
S: 3.6026 -4.3287 -3.1788
O: 4.2919 -5.4307 -2.5224
O: 4.3502 -3.7027 -4.2633
O: 2.2172 -4.6453 -3.5367
H: 1.9587 -0.1115 1.4342
H: 2.8100 0.9346 0.4661
H: 4.1691 0.2154 -1.3812
H: 4.5248 -1.6022 -3.0507
H: 2.3447 -4.2994 -0.5979
H: 1.9609 -2.5046 1.0684

Output
- Net charge: -2
- 2S+1: 1
- Energy relative to the best compared isomer or geometry (same formula, charge and spin): 0.0 kJ/mol
- Gap between HOMO and LUMO: 6.6893 eV
- E_LUMO: 3.496 eV
- HOMO energy: -3.2 eV



Computed, not measured: a structure of composition C27H43N3O5PSi2Ta in a non-equilibrium geometry, with the ωB97M-V functional and the def2-TZVPD basis.

Element x y z (Å)
Ta: 0.0530 0.2857 0.3561
C: 0.0329 -2.5814 3.3827
C: 0.8571 -1.4819 2.8162
O: 0.1654 -0.6474 1.9319
C: 2.1366 -1.2212 3.0466
C: 2.7625 -0.0270 2.4402
C: 2.8109 1.2119 3.2775
N: 3.1930 0.0328 1.2409
N: 3.3561 -1.0924 0.4885
C: 2.5365 -1.4176 -0.4193
O: 1.3144 -0.7787 -0.5510
C: 2.7958 -2.4830 -1.3962
C: 3.8949 -3.3242 -1.2133
C: 4.1589 -4.3221 -2.1326
C: 3.3356 -4.4843 -3.2422
C: 2.2486 -3.6444 -3.4290
C: 1.9745 -2.6461 -2.5075
H: -0.8661 -2.1870 3.8566
H: 0.6074 -3.1327 4.1231
H: -0.2662 -3.2738 2.5953
H: 2.6899 -1.8449 3.7367
H: 3.3648 1.0157 4.1972
H: 1.8023 1.5119 3.5779
H: 3.3061 2.0195 2.7422
H: 4.5304 -3.1871 -0.3493
H: 5.0078 -4.9757 -1.9875
H: 3.5444 -5.2649 -3.9611
H: 1.6131 -3.7659 -4.2959
H: 1.1286 -1.9901 -2.6637
C: -2.6624 0.1680 2.9800
Si: -3.1060 -0.6450 1.3494
C: -2.9699 -2.5030 1.3628
C: -4.8833 -0.1286 1.1068
C: -1.9779 0.0918 -0.1049
C: -2.1317 1.5611 0.1249
C: -3.1233 2.4229 -0.3324
C: -3.1173 3.7299 0.1174
C: -2.1179 4.1772 0.9856
C: -1.1255 3.3037 1.3502
N: -1.1375 2.0290 0.9276
Si: -2.4296 -0.7408 -1.7944
C: -4.2527 -0.8977 -2.1586
C: -1.6697 -2.4490 -1.7962
C: -1.6576 0.2860 -3.1515
H: -3.3294 -0.2764 3.7255
H: -2.9063 1.2327 2.9552
H: -1.6446 0.0578 3.3402
H: -3.2870 -2.8696 2.3423
H: -1.9688 -2.8827 1.1664
H: -3.6455 -2.9390 0.6253
H: -5.4368 -0.5836 1.9348
H: -5.3551 -0.4582 0.1870
H: -5.0189 0.9501 1.2027
H: -3.9001 2.0540 -0.9876
H: -3.8979 4.4108 -0.1966
H: -2.1153 5.1912 1.3575
H: -0.3051 3.5957 1.9922
H: -4.7449 -1.6457 -1.5388
H: -4.3201 -1.2452 -3.1938
H: -4.8198 0.0317 -2.0957
H: -2.3212 -3.1754 -1.3115
H: -0.6854 -2.5214 -1.3295
H: -1.5551 -2.7705 -2.8352
H: -1.9433 1.3382 -3.0969
H: -2.0027 -0.0926 -4.1164
H: -0.5685 0.2109 -3.1501
C: 2.5185 4.3307 1.0929
O: 1.9373 3.6803 -0.0648
P: 1.8034 2.1340 -0.3115
O: 3.0453 1.6928 -1.1642
C: 4.4263 2.0687 -0.9288
O: 0.6418 1.9666 -1.4220
C: 0.8290 2.3872 -2.8197
H: 2.3899 5.3953 0.9315
H: 3.5771 4.0938 1.1703
H: 1.9990 4.0236 1.9992
H: 4.7616 1.6415 0.0127
H: 4.5215 3.1525 -0.9396
H: 4.9896 1.6449 -1.7530
H: 1.2810 1.5690 -3.3712
H: 1.4754 3.2602 -2.8328
H: -0.1515 2.6366 -3.2038

Output
- Net charge: +2
- 2S+1: 1
- Energy relative to the best compared isomer or geometry (same formula, charge and spin): 188.1 kJ/mol
- Gap between HOMO and LUMO: 6.9968 eV
- E_LUMO: -6.611 eV
- HOMO energy: -13.6 eV